C2H3ClS2 | ωB97M-V with the def2-TZVPD basis set

Geometry (Å):
C 0.005 -1.373 0.088
C 1.051 -0.612 -0.114
S 1.720 0.770 0.809
S 2.311 0.022 -1.050
H -0.333 -2.011 -0.588
H -0.555 -1.396 0.990
Cl -2.327 1.777 -0.398
H -1.872 2.824 0.263

structure (SMILES)	C=C1SS1.Cl
total energy	-1334.5045	hartree
ΔE to the lowest compared entry with this formula, charge and spin	32.74	kcal per mole

natural (NBO) atomic charge list, values in e, 6 entries:
1 C -0.42
2 C -0.30
3 S 0.09
4 S 0.21
5 H 0.20
6 H 0.22